Record 1
C25H27Br2F5N2PRuSSe2Te2 as an isolated structure. Source: the Open Molecules 2025 dataset; level of theory: ωB97M-V with the def2-TZVPD basis set.

Atoms and positions in Å:
Ru 9.40870 9.88261 11.53907
Se 7.65765 11.17155 12.65416
Te 6.83560 13.26912 11.50537
Te 8.51547 13.26926 9.35480
Se 10.27967 11.65119 10.15790
Br 14.52154 10.23430 15.49251
C 12.86186 10.19755 14.64893
C 12.43577 11.42156 14.13112
C 11.30485 11.36387 13.35295
N 10.63353 10.24362 13.10778
C 10.90441 9.16207 13.87773
C 12.10658 9.03601 14.59649
C 9.82600 8.22880 13.97887
C 9.79647 7.17991 14.89814
C 8.62159 6.45361 15.03674
Br 8.60907 4.92557 16.16634
C 7.50557 6.87184 14.24698
C 7.66347 7.88077 13.34184
N 8.80505 8.53235 13.14912
H 13.05388 12.29382 14.29557
H 10.92529 12.25480 12.86983
H 12.43684 8.09529 15.07180
H 10.70675 6.93642 15.47883
H 6.51556 6.40870 14.37763
H 6.84720 8.20476 12.73533
C 9.97242 9.67061 7.60911
C 9.27798 8.40689 8.14212
C 8.33165 7.88601 7.05511
P 8.60914 8.52638 9.92040
C 6.69552 8.77642 9.79369
C 5.87765 7.46615 9.99040
C 6.08040 9.62000 8.62031
C 8.87772 6.70289 10.36427
C 10.33388 6.35542 10.85885
C 8.49170 5.67496 9.25292
H 10.34905 9.40444 6.63454
H 10.81304 9.98620 8.23116
H 9.25059 10.47946 7.56808
H 10.05310 7.63952 8.27878
H 7.83993 8.71983 6.53666
H 7.59284 7.20505 7.48288
H 8.91022 7.31950 6.31196
H 6.60770 9.43671 10.67434
H 5.87552 6.78270 9.15370
H 4.86915 7.71036 10.30894
H 6.32708 6.88385 10.81628
H 5.91799 8.98068 7.71592
H 6.68975 10.48086 8.28419
H 5.11651 10.00959 8.96495
H 8.22981 6.50613 11.23617
H 11.05217 6.31515 10.03404
H 10.28846 5.32705 11.26382
H 10.72238 6.98318 11.64025
H 9.27814 5.55242 8.52153
H 7.55461 5.91899 8.71756
H 8.36251 4.66036 9.70229
F 14.90661 10.21631 5.09351
C 14.44276 9.98411 6.31338
C 14.20510 11.02443 7.22018
F 14.36103 12.29668 6.87377
C 13.81729 10.73163 8.52783
F 13.81084 11.74051 9.44464
C 13.40452 9.42927 8.97781
S 12.45839 9.19624 10.31899
C 13.70894 8.40856 8.04077
F 13.50238 7.10480 8.41464
C 14.23622 8.65241 6.78618
F 14.43705 7.62793 5.90024

Results
Net charge: 0
Highest occupied orbital energy (spin up / spin down) (Ha): -0.19535 / -0.27716
Multiplicity: 6


Record 2
C25H27BrF3N7O3PtS as an isolated structure. Source: the Open Molecules 2025 dataset; level of theory: ωB97M-V with the def2-TZVPD basis set.

Atoms and positions in Å:
Pt -0.55888 0.59680 1.20008
O -1.33616 -3.26307 5.81062
C -1.05185 -2.55963 4.72645
C -0.60770 -3.11063 3.52505
C -0.35347 -2.29091 2.45080
N -0.50984 -0.96288 2.52884
C -0.88738 -0.44431 3.71288
Br -0.75757 1.39941 3.71212
C -1.17991 -1.16553 4.83116
H -1.19923 -4.21187 5.68679
H -0.46088 -4.17774 3.42660
H -0.00986 -2.65363 1.49334
H -1.48561 -0.70479 5.75906
N -0.96058 2.34178 0.18381
C -2.40347 2.68654 0.38463
C -2.93177 3.62067 -0.69338
C -2.65822 3.16754 -2.14218
C -3.83024 2.51392 -2.86299
N -4.22910 1.27610 -2.20167
C -3.53421 0.14111 -2.25780
N -2.67222 -0.10093 -3.24820
N -3.70011 -0.77451 -1.30620
C -3.24057 1.40740 0.60248
O -4.42482 1.40483 0.32041
O -2.62212 0.41471 1.15336
H -0.35049 3.10264 0.48118
H -0.77226 2.20688 -0.80932
H -2.46289 3.17948 1.36054
H -2.50652 4.61444 -0.54517
H -4.00135 3.72375 -0.50236
H -1.82763 2.45408 -2.20028
H -2.34128 4.03311 -2.72538
H -3.56579 2.31740 -3.90197
H -4.70094 3.16754 -2.89372
H -4.76023 1.39449 -1.34835
H -2.59111 0.51294 -4.03815
H -2.02425 -0.86805 -3.16674
H -4.16035 -0.51850 -0.44400
H -3.19293 -1.64057 -1.34757
F 8.66706 1.93537 -0.15182
C 8.26290 1.54942 1.06931
F 8.71865 2.44530 1.95158
F 8.86230 0.37627 1.33101
C 6.76255 1.41115 1.12166
C 6.00874 2.15086 2.01748
C 4.63137 2.00150 2.04061
C 4.01071 1.11095 1.16765
C 4.78000 0.36801 0.26877
C 6.15239 0.51936 0.24775
C 2.58298 0.95242 1.18402
C 1.38495 0.81320 1.19753
H 6.49436 2.84006 2.69336
H 4.03523 2.57443 2.73779
H 4.29438 -0.32261 -0.40722
H 6.75461 -0.05279 -0.44565
C -1.39949 -3.71687 -4.21918
C -0.70333 -3.35678 -2.94832
C 0.16104 -4.23187 -2.29830
C 0.72636 -3.81004 -1.11446
N 0.50810 -2.59117 -0.60523
C -0.31849 -1.84040 -1.30155
S -0.56011 -0.11369 -0.95604
N -0.96053 -2.15060 -2.42066
H -0.89173 -4.52939 -4.73364
H -1.45528 -2.85438 -4.88107
H -2.41842 -4.04539 -4.00171
H 0.37619 -5.20976 -2.70363
H 1.39633 -4.45259 -0.55483

Results
Net charge: +2
Energy relative to the best compared isomer or geometry (same formula, charge and spin) (eV): 0.000
Highest occupied orbital energy (Ha): -0.48629